C38H46F6N7P2Ti as an isolated structure in a non-equilibrium geometry. Source: the OMol25 dataset; level of theory: ωB97M-V/def2-TZVPD.

Structure (XYZ):
```
100
C38H46F6N7P2Ti (ωB97M-V/def2-TZVPD)
Ti 0.599 -0.058 0.193
N 1.368 -1.134 2.198
C 0.527 -1.904 3.096
C 0.898 -2.227 4.395
C -0.020 -2.825 5.253
C -1.323 -3.149 4.773
C -1.747 -2.813 3.520
C -0.819 -2.129 2.690
P -1.344 -1.841 1.056
C -1.598 -3.518 0.417
C -2.821 -3.918 -0.203
C -3.089 -5.246 -0.387
C -2.139 -6.205 -0.071
C -0.902 -5.805 0.417
C -0.633 -4.472 0.680
C -2.843 -0.881 0.964
C -3.383 -0.469 -0.306
C -4.747 -0.103 -0.464
C -5.521 -0.230 0.681
C -4.950 -0.286 1.929
C -3.606 -0.520 2.102
H 1.642 -0.276 2.788
H 2.304 -1.644 2.074
H 1.909 -2.109 4.754
H 0.263 -3.102 6.294
H -2.033 -3.604 5.516
H -2.650 -3.145 3.059
H -3.380 -3.160 -0.645
H -4.062 -5.608 -0.903
H -2.419 -7.263 -0.056
H -0.024 -6.472 0.694
H 0.367 -4.256 1.194
H -2.785 -0.667 -1.222
H -5.160 0.226 -1.409
H -6.621 -0.279 0.635
H -5.657 -0.110 2.772
H -3.189 -0.576 3.131
C 3.401 -2.012 -2.048
N 1.969 -1.887 -2.195
C 1.104 -2.785 -1.520
C 1.438 -0.677 -2.501
N 0.350 -0.173 -1.810
C -0.603 0.658 -2.371
C -1.484 0.083 -3.302
C -2.491 0.821 -3.923
C -2.502 2.182 -3.788
C -1.581 2.854 -2.908
C -1.645 4.258 -2.765
C -0.780 4.828 -1.808
C -0.006 4.065 -0.949
C -0.064 2.650 -0.962
N 0.275 1.906 0.205
C 0.428 2.564 1.394
N -0.507 2.337 2.371
C -1.926 2.118 2.049
C -0.284 2.604 3.766
N 1.485 3.389 1.647
C 2.665 3.379 0.732
C 1.435 4.556 2.526
C -0.699 2.049 -2.092
N 1.991 -0.051 -3.579
C 2.437 -0.868 -4.664
C 1.953 1.334 -3.778
H 3.714 -1.893 -0.988
H 3.866 -1.202 -2.573
H 3.708 -2.984 -2.372
H 0.933 -2.371 -0.464
H 1.542 -3.773 -1.501
H 0.120 -2.848 -2.022
H -1.341 -0.969 -3.573
H -3.233 0.234 -4.558
H -3.265 2.786 -4.380
H -2.319 4.878 -3.314
H -0.719 5.886 -1.704
H 0.524 4.642 -0.203
H -2.365 3.093 1.759
H -1.981 1.419 1.250
H -2.378 1.732 2.977
H 0.757 2.564 4.028
H -0.721 1.830 4.400
H -0.735 3.560 4.005
H 2.549 2.780 -0.150
H 3.457 2.939 1.383
H 2.859 4.464 0.479
H 2.184 4.431 3.336
H 0.441 4.768 2.970
H 1.731 5.502 2.089
H 2.414 -1.934 -4.402
H 3.491 -0.642 -4.947
H 1.765 -0.673 -5.466
H 2.732 1.699 -4.450
H 1.936 1.884 -2.820
H 1.024 1.666 -4.313
F 2.480 0.270 0.101
P 6.323 1.331 -0.607
F 7.570 1.139 -1.557
F 6.868 2.709 -0.009
F 6.372 0.666 0.796
F 5.250 2.108 -1.473
F 5.678 -0.094 -1.065
```

Calculated values
* ⟨S²⟩: 3.79
* spin multiplicity: 4
* charge: +2
* HOMO level (spin up / spin down): -10.32 / -12.70 eV
* total energy: -108570.7072 eV
* gap between HOMO and LUMO (spin up / spin down): 5.0 / 4.8 eV